1.
# C12H21F9GeIrO2Se2

A molecular structure, C12H21F9GeIrO2Se2 at a distorted geometry (ωB97M-V/def2-TZVPD, the Open Molecules 2025 dataset).

Summary:
Kohn-Sham gap (alpha / beta): 8.250 / 7.463 eV
Relative energy (zero: lowest compared OMol25 entry of this formula, charge and spin): 39.0 kcal/mol
HOMO energy (alpha / beta): -8.88 / -8.56 eV
F_max: 1.0 eV Å⁻¹
2S+1: 2

Positions of all 48 atoms, in Å:
Ir (0.481, -0.542, 0.164)
C (-0.688, 2.183, 2.372)
Se (0.703, 1.866, 1.031)
C (0.035, 2.988, -0.407)
C (-1.275, 2.488, -0.955)
Se (-1.347, 0.521, -1.064)
C (-0.665, 0.287, -2.870)
H (-0.612, 3.206, 2.729)
H (-0.472, 1.492, 3.180)
H (-1.678, 1.982, 1.984)
H (0.837, 2.966, -1.132)
H (-0.040, 3.999, -0.008)
H (-1.480, 2.860, -1.959)
H (-2.120, 2.749, -0.320)
H (-1.358, 0.758, -3.564)
H (-0.620, -0.780, -3.042)
H (0.330, 0.711, -2.934)
O (1.328, -2.060, -0.025)
F (3.893, 2.531, 0.599)
C (4.615, 1.399, 0.700)
F (4.723, 1.100, 1.996)
F (5.836, 1.654, 0.225)
C (3.840, 0.234, -0.028)
O (2.659, 0.086, 0.573)
C (3.700, 0.562, -1.562)
F (3.075, -0.432, -2.222)
F (4.856, 0.794, -2.195)
F (2.944, 1.657, -1.784)
C (4.686, -1.071, 0.113)
F (4.166, -2.063, -0.611)
F (4.717, -1.473, 1.380)
F (5.960, -0.906, -0.294)
C (-3.526, -3.643, 1.194)
Ge (-3.018, -1.867, 0.546)
C (-4.239, -1.425, -0.924)
C (-3.252, -0.575, 1.997)
C (-1.113, -2.027, 0.060)
H (-4.571, -3.658, 1.506)
H (-2.909, -3.940, 2.040)
H (-3.395, -4.381, 0.403)
H (-5.270, -1.554, -0.589)
H (-4.078, -2.100, -1.766)
H (-4.122, -0.401, -1.273)
H (-4.283, -0.577, 2.349)
H (-3.015, 0.436, 1.663)
H (-2.601, -0.821, 2.834)
H (-0.914, -2.504, -0.913)
H (-0.724, -2.710, 0.800)

2.
# C12H21IO7S

C12H21IO7S in the gas phase at a distorted geometry (ωB97M-V/def2-TZVPD, the Open Molecules 2025 dataset).

Summary:
Kohn-Sham gap: 9.332 eV
HOMO energy: -9.50 eV
F_max: 8.8 eV Å⁻¹
SMILES: COC[C@@]1(I)OS(=O)(=O)O[C@H]1CCCCCCOC(C)=O
2S+1: 1

Positions of all 42 atoms, in Å:
C (0.535, 3.682, -0.872)
O (0.205, 3.161, -2.208)
C (1.078, 1.982, -2.520)
C (0.141, 0.826, -3.209)
I (-1.733, 1.850, -3.842)
O (0.699, 0.241, -4.448)
S (0.459, -1.447, -4.318)
O (-0.900, -1.797, -4.973)
O (1.635, -2.180, -5.072)
O (0.473, -1.509, -2.592)
C (-0.471, -0.386, -2.280)
C (-0.647, 0.075, -0.712)
C (-1.815, -0.726, 0.115)
C (-2.232, 0.137, 1.483)
C (-2.446, -0.836, 2.783)
C (-1.096, -1.147, 3.656)
C (0.308, -0.632, 2.987)
O (1.385, -1.505, 3.562)
C (2.089, -2.072, 2.363)
C (3.200, -1.153, 1.537)
O (1.843, -3.294, 1.866)
H (1.706, 3.813, -0.737)
H (0.210, 2.920, -0.014)
H (0.004, 4.723, -0.651)
H (1.911, 2.320, -3.290)
H (1.606, 1.665, -1.524)
H (-1.516, -0.819, -2.581)
H (0.423, 0.019, -0.218)
H (-0.961, 1.218, -0.721)
H (-2.719, -0.905, -0.608)
H (-1.420, -1.810, 0.420)
H (-3.288, 0.624, 1.217)
H (-1.499, 1.031, 1.665)
H (-2.999, -1.856, 2.515)
H (-3.197, -0.271, 3.516)
H (-1.076, -2.310, 3.918)
H (-1.208, -0.602, 4.710)
H (0.533, 0.451, 3.382)
H (0.387, -0.758, 1.827)
H (2.990, 0.011, 1.662)
H (4.310, -1.374, 1.837)
H (3.095, -1.362, 0.370)

3.
# C12H21N3S

C12H21N3S in the gas phase (ωB97M-V/def2-TZVPD, the Open Molecules 2025 dataset).

Summary:
Kohn-Sham gap: 8.238 eV
Relative energy (zero: lowest compared OMol25 entry of this formula, charge and spin): 5.3 kcal/mol
HOMO energy: -7.91 eV
F_max: 0.9 eV Å⁻¹
SMILES: C=CCCCCCCCCc1nc(=S)[nH][nH]1
2S+1: 1

Positions of all 37 atoms, in Å:
C (2.960, -2.447, -4.573)
C (1.879, -2.515, -3.819)
C (1.877, -2.843, -2.360)
C (1.219, -1.734, -1.533)
C (2.014, -0.432, -1.607)
C (1.451, 0.687, -0.730)
C (0.067, 1.185, -1.171)
C (-1.094, 0.615, -0.351)
C (-1.198, 1.259, 1.030)
C (-2.351, 0.651, 1.841)
C (-2.449, 1.298, 3.170)
N (-3.220, 2.293, 3.474)
C (-2.977, 2.626, 4.774)
S (-3.697, 3.771, 5.686)
N (-1.952, 1.812, 5.238)
N (-1.700, 0.889, 4.233)
H (2.913, -2.210, -5.622)
H (3.943, -2.631, -4.171)
H (0.903, -2.325, -4.248)
H (2.900, -3.005, -2.015)
H (1.317, -3.771, -2.209)
H (1.152, -2.059, -0.491)
H (0.206, -1.570, -1.904)
H (3.042, -0.634, -1.294)
H (2.050, -0.095, -2.645)
H (2.156, 1.520, -0.761)
H (1.410, 0.339, 0.304)
H (0.028, 2.273, -1.098)
H (-0.081, 0.929, -2.221)
H (-0.974, -0.463, -0.238)
H (-2.028, 0.792, -0.887)
H (-0.259, 1.125, 1.573)
H (-1.370, 2.331, 0.922)
H (-3.290, 0.817, 1.314)
H (-2.193, -0.422, 1.965)
H (-1.817, 1.575, 6.208)
H (-0.837, 0.369, 4.217)

4.
# C12H22BBrF4N2O

2 unconnected molecules or ions with the total composition C12H22BBrF4N2O at a distorted geometry (ωB97M-V/def2-TZVPD, the Open Molecules 2025 dataset).

Summary:
Kohn-Sham gap (alpha / beta): 8.627 / 9.110 eV
Charge: -1
HOMO energy (alpha / beta): -6.39 / -6.91 eV
F_max: 2.2 eV Å⁻¹
2S+1: 2

Positions of all 43 atoms, in Å:
C (3.405, -1.860, 0.156)
C (2.323, -1.298, 1.044)
C (2.738, -0.262, 2.050)
N (1.114, -1.688, 1.031)
C (0.213, -1.793, -0.026)
Br (0.725, -3.323, -1.372)
C (-1.160, -2.232, 0.510)
C (-2.045, -1.089, 1.030)
C (-3.473, -1.643, 1.165)
C (-1.626, -0.629, 2.439)
N (-2.102, 0.044, 0.061)
O (-2.860, -0.227, -0.942)
C (-0.781, 0.597, -0.368)
C (-0.151, 1.499, 0.703)
C (-1.017, 1.533, -1.563)
C (0.154, -0.520, -0.866)
H (3.266, -2.926, 0.004)
H (3.347, -1.395, -0.834)
H (4.393, -1.643, 0.555)
H (2.157, -0.376, 2.964)
H (2.585, 0.725, 1.610)
H (3.789, -0.375, 2.317)
H (-0.953, -2.875, 1.368)
H (-1.682, -2.844, -0.221)
H (-3.767, -2.218, 0.291)
H (-4.175, -0.830, 1.346)
H (-3.484, -2.330, 2.013)
H (-0.552, -0.673, 2.591)
H (-2.139, -1.221, 3.195)
H (-1.938, 0.408, 2.582)
H (0.674, 2.054, 0.260)
H (0.150, 0.973, 1.604)
H (-0.902, 2.238, 0.992)
H (-1.130, 0.989, -2.498)
H (-1.907, 2.141, -1.423)
H (-0.146, 2.177, -1.685)
H (1.144, -0.090, -1.021)
H (-0.207, -0.800, -1.854)
B (1.203, 4.361, -3.848)
F (1.775, 4.071, -5.100)
F (1.645, 3.404, -2.896)
F (1.596, 5.646, -3.427)
F (-0.203, 4.298, -3.937)

5.
# C12H22Cl8Mg2O4

A molecular structure, C12H22Cl8Mg2O4 at a distorted geometry (ωB97M-V/def2-TZVPD, the Open Molecules 2025 dataset).

Summary:
Kohn-Sham gap (alpha / beta): 4.824 / 6.939 eV
Charge: +1
Relative energy (zero: lowest compared OMol25 entry of this formula, charge and spin): 21.5 kcal/mol
HOMO energy (alpha / beta): -9.92 / -12.29 eV
F_max: 4.8 eV Å⁻¹
2S+1: 2

Positions of all 48 atoms, in Å:
Mg (-0.457, -1.592, 3.699)
Mg (-3.408, -0.624, 2.397)
C (0.082, 0.583, -0.032)
C (-0.551, -0.048, 1.235)
O (-1.785, -0.018, 1.482)
O (0.153, -0.658, 2.079)
H (1.155, 0.647, 0.152)
H (-0.362, 1.561, -0.218)
H (-0.016, -0.022, -0.933)
C (-2.745, -4.701, 2.748)
C (-1.862, -3.474, 3.017)
O (-0.702, -3.556, 3.432)
O (-2.311, -2.332, 2.970)
H (-3.288, -4.952, 3.658)
H (-2.211, -5.630, 2.546)
H (-3.432, -4.499, 1.926)
Cl (3.381, -1.894, -1.141)
C (2.389, -2.626, 0.179)
C (3.108, -3.581, 1.188)
Cl (4.022, -2.533, 2.255)
H (1.704, -3.257, -0.387)
H (1.752, -1.885, 0.661)
H (3.897, -4.201, 0.762)
H (2.377, -4.123, 1.788)
Cl (4.263, 3.844, 1.326)
C (3.581, 2.496, 0.335)
C (3.934, 1.137, 1.023)
Cl (5.648, 0.941, 1.490)
H (4.106, 2.487, -0.620)
H (2.523, 2.748, 0.279)
H (3.663, 0.324, 0.349)
H (3.329, 0.979, 1.916)
Cl (-3.334, 4.454, -2.565)
C (-1.736, 5.260, -2.380)
C (-0.613, 4.259, -2.367)
Cl (0.925, 5.111, -2.095)
H (-1.772, 5.696, -1.382)
H (-1.726, 6.052, -3.130)
H (-0.474, 3.770, -3.331)
H (-0.779, 3.569, -1.539)
Cl (-1.802, -1.750, -2.145)
C (-2.181, -0.344, -3.217)
C (-3.476, 0.424, -2.695)
Cl (-3.126, 1.295, -1.258)
H (-2.454, -0.650, -4.227)
H (-1.279, 0.268, -3.255)
H (-4.382, -0.171, -2.576)
H (-3.728, 1.215, -3.401)

6.
# C12H22F20Na4O14P4

A molecular structure, C12H22F20Na4O14P4 at a distorted geometry (ωB97M-V/def2-TZVPD, the Open Molecules 2025 dataset).

Summary:
Kohn-Sham gap: 10.506 eV
HOMO energy: -11.54 eV
F_max: 2.5 eV Å⁻¹
2S+1: 1

Positions of all 76 atoms, in Å:
Na (17.093, 14.316, 20.791)
Na (20.578, 18.370, 19.314)
Na (16.777, 16.329, 14.235)
Na (21.350, 13.899, 18.522)
P (23.453, 16.402, 18.457)
F (21.842, 16.682, 18.173)
F (22.971, 15.416, 19.685)
F (23.258, 15.113, 17.472)
F (24.980, 16.081, 18.765)
F (23.862, 17.303, 17.194)
F (23.471, 17.688, 19.423)
P (18.707, 11.633, 19.821)
F (17.753, 11.753, 21.098)
F (19.460, 10.370, 20.476)
F (17.719, 10.670, 18.998)
F (19.761, 11.669, 18.582)
F (17.923, 12.876, 19.077)
F (19.737, 12.664, 20.564)
P (20.154, 16.303, 21.876)
F (20.472, 15.368, 20.605)
F (18.885, 15.398, 22.327)
F (21.169, 15.476, 22.763)
F (19.820, 17.259, 23.148)
F (21.339, 17.357, 21.410)
F (19.209, 17.267, 20.944)
O (18.024, 16.097, 16.289)
P (18.267, 15.968, 17.746)
O (17.192, 15.674, 18.706)
F (18.869, 17.416, 18.182)
F (19.519, 15.013, 17.980)
C (13.543, 16.669, 19.533)
C (14.239, 17.340, 18.339)
O (13.112, 17.782, 17.571)
C (12.007, 17.086, 17.923)
O (11.000, 17.088, 17.302)
O (12.237, 16.405, 19.058)
H (13.442, 17.452, 20.292)
H (14.035, 15.799, 19.949)
H (14.915, 16.732, 17.735)
H (14.739, 18.259, 18.643)
C (17.726, 20.380, 16.755)
O (16.327, 20.521, 16.623)
C (15.746, 19.669, 15.779)
O (16.289, 18.767, 15.203)
O (14.455, 20.000, 15.745)
C (13.656, 19.207, 14.904)
H (18.261, 20.522, 15.814)
H (17.996, 19.450, 17.251)
H (18.087, 21.199, 17.381)
H (13.706, 18.144, 15.145)
H (13.903, 19.293, 13.843)
H (12.607, 19.465, 15.021)
C (20.976, 18.175, 15.218)
O (21.047, 16.945, 14.495)
C (20.156, 16.749, 13.556)
O (19.095, 17.310, 13.425)
O (20.633, 15.792, 12.768)
C (20.009, 15.534, 11.530)
H (20.240, 18.892, 14.860)
H (21.952, 18.646, 15.121)
H (20.798, 17.938, 16.261)
H (20.109, 16.372, 10.842)
H (18.946, 15.306, 11.641)
H (20.419, 14.643, 11.063)
C (12.622, 15.437, 14.515)
O (12.912, 14.499, 15.564)
C (14.120, 14.536, 16.089)
O (15.054, 15.224, 15.746)
O (14.198, 13.585, 16.981)
C (15.500, 13.320, 17.544)
H (12.930, 16.431, 14.821)
H (11.551, 15.380, 14.356)
H (13.131, 15.067, 13.623)
H (15.996, 12.717, 16.774)
H (15.446, 12.590, 18.351)
H (15.994, 14.240, 17.830)

Number 1: DFT total energy -8503.1191 Ha. Number 2: DFT total energy -1692.0481 Ha. Number 3: DFT total energy -1032.2646 Ha. Number 4: DFT total energy -3653.7575 Ha. Number 5: DFT total energy -4853.0197 Ha. Number 6: DFT total energy -5536.9507 Ha.